1.
Below is a 13-piece molecular cluster, C35H59F5N4O31S4 overall, with properties calculated with ωB97M-V/def2-TZVPD.

## Properties
**E_tot**: -163594.465 eV
**HOMO-LUMO gap**: 9.90 eV
**LUMO**: -0.116 eV

Structure (XYZ):
```
138
Properties=species:S:1:pos:R:3:mulliken_charge:R:1
C 15.80 -11.98 16.17 -0.648
N 15.91 -12.25 17.66 0.821
O 16.97 -12.66 18.05 -0.499
O 14.89 -12.06 18.34 -0.512
H 16.16 -10.97 16.00 0.269
H 14.73 -12.04 15.99 0.292
H 16.40 -12.70 15.60 0.277
C 18.28 -8.31 32.35 -0.713
N 18.28 -6.84 32.37 0.819
O 18.54 -6.22 33.42 -0.503
O 18.03 -6.29 31.29 -0.494
H 18.69 -8.57 31.38 0.285
H 17.37 -8.81 32.69 0.296
H 18.89 -8.62 33.20 0.311
C 8.56 -11.95 32.74 -0.629
N 9.71 -11.30 31.99 0.819
O 10.82 -11.27 32.46 -0.517
O 9.41 -10.78 30.93 -0.505
H 8.85 -12.51 33.63 0.287
H 8.05 -12.52 31.96 0.272
H 7.96 -11.10 33.09 0.272
C 21.36 -17.51 19.86 -0.605
N 21.97 -17.31 21.18 0.853
O 22.37 -16.22 21.44 -0.521
O 21.86 -18.19 22.01 -0.534
H 21.85 -16.88 19.11 0.263
H 20.28 -17.39 19.84 0.258
H 21.66 -18.55 19.82 0.285
C 5.04 -10.92 21.90 -0.678
C 4.81 -12.06 22.90 -0.630
C 5.55 -11.68 24.17 -0.628
S 5.60 -9.75 24.16 1.011
O 7.05 -9.33 23.95 -0.631
O 4.63 -9.12 25.08 -0.626
C 4.74 -9.59 22.59 -0.592
H 4.44 -11.09 21.01 0.361
H 6.04 -10.98 21.47 0.323
H 4.96 -13.10 22.61 0.361
H 3.73 -12.09 23.05 0.286
H 6.60 -11.97 24.08 0.319
H 5.20 -12.04 25.14 0.408
H 5.05 -8.70 22.04 0.389
H 3.67 -9.65 22.78 0.326
C 16.12 -17.77 33.51 -0.663
C 16.10 -19.24 32.89 -0.572
C 14.65 -19.61 32.66 -0.607
S 13.58 -18.24 33.39 1.026
O 12.54 -18.89 34.22 -0.646
O 13.25 -17.22 32.40 -0.598
C 14.90 -17.61 34.42 -0.634
H 16.08 -17.08 32.67 0.332
H 17.03 -17.61 34.08 0.357
H 16.53 -19.98 33.57 0.274
H 16.73 -19.27 32.00 0.306
H 14.34 -20.56 33.09 0.369
H 14.37 -19.65 31.61 0.338
H 15.08 -18.19 35.32 0.298
H 14.56 -16.63 34.77 0.420
C 11.83 -3.81 28.51 -0.545
C 11.72 -3.96 30.10 -0.662
C 12.14 -2.65 30.78 -0.744
S 11.73 -1.29 29.71 1.072
O 12.84 -0.34 29.71 -0.652
O 10.39 -0.93 30.02 -0.626
C 11.79 -2.32 28.13 -0.649
H 10.97 -4.37 28.14 0.219
H 12.71 -4.37 28.18 0.355
H 12.31 -4.80 30.46 0.368
H 10.76 -4.24 30.52 0.333
H 13.22 -2.48 30.78 0.331
H 11.85 -2.49 31.82 0.469
H 12.81 -2.04 27.87 0.269
H 11.06 -1.79 27.51 0.464
C 16.25 -11.77 25.57 -0.576
C 15.11 -12.21 26.51 -0.660
C 14.31 -13.35 26.01 -0.589
S 15.56 -14.55 25.56 1.039
O 15.17 -15.21 24.30 -0.644
O 15.95 -15.33 26.75 -0.622
C 16.91 -13.20 25.22 -0.680
H 16.99 -11.06 25.94 0.325
H 15.85 -11.31 24.67 0.293
H 14.60 -11.28 26.76 0.358
H 15.51 -12.56 27.46 0.310
H 13.89 -13.14 25.03 0.324
H 13.66 -13.79 26.77 0.395
H 17.07 -13.32 24.15 0.337
H 17.90 -13.46 25.58 0.390
C 10.10 -21.63 26.61 -0.415
C 10.22 -21.16 25.20 0.439
O 9.62 -19.93 25.30 -0.319
C 9.32 -19.55 26.53 0.745
O 8.77 -18.55 27.00 -0.571
O 9.69 -20.48 27.33 -0.347
F 9.61 -21.94 24.34 -0.283
H 10.96 -22.12 27.07 0.271
H 9.35 -22.41 26.73 0.239
H 11.25 -21.26 24.86 0.241
C 21.29 -4.04 22.51 -0.373
C 20.00 -4.75 22.03 0.286
O 18.99 -3.98 22.71 -0.306
C 19.55 -2.82 23.18 0.695
O 18.97 -2.00 23.84 -0.524
O 20.77 -2.75 22.80 -0.319
F 20.09 -6.02 22.45 -0.268
H 22.07 -4.02 21.74 0.270
H 21.71 -4.56 23.37 0.261
H 19.89 -4.76 20.94 0.278
C 12.18 -4.82 20.93 -0.373
C 10.78 -4.37 20.49 0.292
O 10.71 -4.73 19.13 -0.295
C 12.00 -4.85 18.70 0.665
O 12.36 -4.87 17.51 -0.568
O 12.82 -4.74 19.70 -0.299
F 10.60 -3.05 20.61 -0.283
H 12.20 -5.84 21.31 0.287
H 12.67 -4.16 21.65 0.285
H 10.02 -4.74 21.17 0.290
C 18.18 -22.51 25.87 -0.421
C 18.88 -23.21 24.67 0.397
O 18.25 -24.48 24.70 -0.292
C 17.05 -24.35 25.38 0.630
O 16.23 -25.21 25.44 -0.495
O 16.95 -23.19 26.05 -0.325
F 20.14 -23.51 25.04 -0.280
H 17.89 -21.46 25.89 0.250
H 18.77 -22.62 26.77 0.250
H 18.92 -22.64 23.74 0.286
C 25.15 -6.95 29.48 -0.400
C 24.96 -8.10 30.43 0.268
O 24.45 -9.09 29.53 -0.313
C 23.96 -8.47 28.44 0.657
O 23.28 -8.99 27.54 -0.568
O 24.15 -7.16 28.53 -0.287
F 24.11 -7.93 31.38 -0.251
H 26.20 -6.93 29.19 0.296
H 25.01 -6.00 30.00 0.314
H 25.93 -8.45 30.78 0.284
```

2.
Below is C35H59N16O5S2 as an isolated structure, with properties calculated with ωB97M-V/def2-TZVPD.

## Properties
**E_tot**: -92982.503 eV
**Charge**: -1
**HOMO-LUMO gap**: 4.91 eV
**LUMO**: 1.455 eV

Structure (XYZ):
```
117
Properties=species:S:1:pos:R:3:mulliken_charge:R:1
C -0.45 3.08 3.91 -1.751
C -1.11 3.10 2.50 0.931
C -1.52 4.57 2.25 -1.189
C -0.05 2.58 1.54 -1.304
S -0.70 2.20 -0.12 1.081
O -2.01 2.82 -0.31 -0.680
O -0.75 0.74 -0.17 -0.715
N 0.41 2.84 -1.14 -0.276
S 0.02 2.63 -2.71 0.939
O -0.49 3.82 -3.36 -0.693
O -0.92 1.53 -2.96 -0.512
C 1.57 2.09 -3.46 -0.771
C 2.81 3.02 -3.28 0.186
O 3.51 3.02 -4.54 -0.573
C 2.51 4.49 -2.98 -0.796
N 2.05 5.21 -4.17 -0.623
H -0.15 2.06 4.18 0.394
H -1.11 3.49 4.68 0.407
H 0.47 3.64 3.85 0.423
H -1.98 2.43 2.56 0.284
H -0.64 5.18 2.45 0.270
H -1.79 4.76 1.21 0.429
H -2.36 4.84 2.89 0.191
H 0.32 1.64 1.94 0.250
H 0.80 3.26 1.43 0.476
H 1.82 1.14 -2.97 0.094
H 1.43 1.84 -4.51 0.505
H 3.53 2.65 -2.55 0.308
H 3.77 2.11 -4.74 0.318
H 3.48 4.95 -2.73 0.426
H 1.87 4.64 -2.11 0.372
H 1.46 4.62 -4.74 0.247
H 1.57 6.06 -3.90 0.252
C 0.27 -2.24 -1.83 0.223
C 1.69 -2.15 -2.19 0.286
N 2.79 -2.07 -2.47 -0.607
H 0.14 -2.96 -1.02 0.533
H -0.09 -1.26 -1.51 0.137
H -0.32 -2.56 -2.69 -0.163
C -3.82 -1.53 -3.37 -0.731
C -2.91 -2.55 -3.91 0.291
N -2.20 -3.33 -4.33 -0.348
H -4.07 -0.81 -4.15 0.280
H -4.73 -2.01 -3.02 0.352
H -3.33 -1.01 -2.55 0.188
C -1.39 -5.14 -6.74 -0.483
C -0.49 -6.15 -7.30 0.289
N 0.21 -6.93 -7.74 -0.445
H -1.65 -4.41 -7.52 0.395
H -2.30 -5.61 -6.38 0.270
H -0.91 -4.62 -5.92 0.041
C -2.37 8.86 2.85 -1.002
C -1.30 7.98 3.35 0.427
N -0.42 7.28 3.79 -0.324
H -2.81 8.43 1.95 0.221
H -3.15 9.00 3.60 0.257
H -1.94 9.84 2.61 0.351
C -5.28 2.59 -1.40 -0.103
C -6.73 2.42 -1.26 0.282
N -7.86 2.29 -1.15 -0.421
H -4.84 1.69 -1.83 -0.006
H -5.06 3.44 -2.04 0.288
H -4.83 2.76 -0.42 -0.039
C -5.76 4.54 2.42 -0.468
C -5.04 5.69 2.98 0.338
N -4.48 6.58 3.43 -0.362
H -6.70 4.87 1.98 0.346
H -5.14 4.08 1.65 -0.109
H -5.96 3.82 3.20 0.279
C -0.61 -7.46 -3.99 -0.686
C -1.51 -6.99 -2.94 0.312
N -2.21 -6.63 -2.12 -0.437
H -1.13 -8.16 -4.64 0.483
H -0.26 -6.62 -4.59 -0.029
H 0.25 -7.96 -3.55 0.287
C 2.53 8.32 6.37 -0.928
C 1.46 7.74 5.55 0.386
N 0.61 7.29 4.89 -0.110
H 2.78 9.33 6.01 0.255
H 2.21 8.38 7.40 0.255
H 3.43 7.70 6.30 0.265
C 2.89 0.06 4.04 -0.891
C 2.64 1.46 3.69 0.453
N 2.39 2.53 3.39 -0.410
H 2.89 -0.07 5.12 0.326
H 2.11 -0.56 3.61 0.275
H 3.85 -0.25 3.65 0.206
C 7.06 -0.51 4.76 -0.811
C 5.88 -0.74 5.60 0.421
N 4.97 -0.91 6.26 -0.450
H 7.55 0.41 5.06 0.337
H 7.75 -1.34 4.88 0.278
H 6.76 -0.44 3.72 0.269
C -4.96 -7.74 -0.29 -0.653
C -5.87 -7.28 0.77 0.282
N -6.57 -6.93 1.59 -0.359
H -5.48 -8.44 -0.94 0.265
H -4.62 -6.89 -0.88 0.215
H -4.10 -8.24 0.15 0.243
C 1.28 -4.04 -2.19 -1.398
C 0.74 -5.37 -2.51 0.735
N 0.32 -6.39 -2.76 -0.469
H 2.27 -4.15 -1.74 0.429
H 1.37 -3.45 -3.10 0.420
H 0.62 -3.53 -1.49 -0.121
C 2.27 -8.62 0.11 -0.868
C 2.39 -7.17 0.13 0.314
N 2.47 -6.03 0.15 -0.288
H 2.24 -9.01 1.12 0.315
H 1.35 -8.90 -0.41 0.264
H 3.12 -9.06 -0.42 0.273
C 5.06 -5.13 2.28 -0.732
C 6.03 -4.38 3.07 0.264
N 6.75 -3.73 3.66 -0.341
H 4.24 -4.47 2.00 0.250
H 5.52 -5.52 1.37 0.276
H 4.66 -5.96 2.86 0.268
```